[1]
Computed, not measured: a structure of composition C3H4N2O2S2 in a non-equilibrium geometry, with wB97M-V/def2-TZVPD.

Last column: Mulliken charge in e.
Atoms and positions in Å:
C (1.23, 0.85, -0.10)  -0.39
C (0.58, -0.39, 0.12)  0.81
C (-0.77, -0.37, 0.14)  -0.35
N (0.48, 1.91, -0.02)  -0.18
N (1.46, -1.51, 0.32)  -0.53
O (-2.89, 0.65, -0.01)  -0.44
O (-3.00, -1.85, -0.59)  -0.52
S (-1.27, 1.55, 0.09)  0.07
S (-2.60, -0.86, 0.41)  0.56
H (2.27, 0.84, -0.20)  0.30
H (0.80, 2.83, -0.26)  0.25
H (2.42, -1.27, 0.10)  0.20
H (1.30, -2.37, 0.00)  0.23

Values from the calculation:
* LUMO energy: -0.507 eV
* DFT total energy: -31917.847 eV
* Kohn-Sham gap: 8.2 eV
* total charge: 0

=====

[2]
Computed, not measured: the ion HN2O2S with charge -1 in a non-equilibrium geometry, with wB97M-V/def2-TZVPD.

Last column: Mulliken charge in e.
Atoms and positions in Å:
N (-1.22, 1.44, -0.04)  -0.53
N (-0.03, 1.50, 0.01)  0.96
O (0.79, 0.18, -0.02)  -0.53
O (0.67, 2.46, 0.02)  -0.75
S (-2.25, 0.14, 0.00)  -0.42
H (0.15, -0.39, 0.30)  0.28

Values from the calculation:
* LUMO energy (alpha / beta): 4.044 / 2.970 eV
* DFT total energy: -17920.703 eV
* <S²>: 2.009
* 2S+1: 3
* Kohn-Sham gap (alpha / beta): 4.3 / 6.4 eV
* total charge: -1

=====

[3]
Computed, not measured: a structure of composition C20H20BBr2NPdSb in a non-equilibrium geometry, with wB97M-V/def2-TZVPD.

Last column: Mulliken charge in e.
Atoms and positions in Å:
Pd (-2.77, -0.61, 0.46)  0.27
Br (-3.86, 2.02, 0.31)  -0.06
C (-5.10, 1.23, -1.01)  -0.51
Br (-4.36, -0.35, -1.74)  -0.02
H (-5.28, 1.90, -1.77)  0.38
H (-6.05, 0.99, -0.52)  0.41
C (0.92, 3.19, -3.21)  -0.50
C (-0.23, 3.07, -2.50)  -0.45
C (-0.30, 2.21, -1.39)  -0.16
C (0.77, 1.47, -1.02)  0.12
C (1.94, 1.50, -1.75)  -0.40
C (2.07, 2.47, -2.73)  -0.55
Sb (0.44, 0.24, 0.60)  1.76
C (2.13, -0.41, 1.40)  0.44
C (3.13, 0.55, 1.77)  -0.47
C (4.33, 0.12, 2.31)  -0.68
C (4.54, -1.22, 2.47)  -0.35
C (3.69, -2.18, 1.94)  -0.62
C (2.44, -1.80, 1.49)  -0.16
C (-0.59, -1.50, -0.28)  -0.65
C (-1.31, -2.51, 0.45)  0.34
C (-1.85, -3.66, -0.14)  -1.02
C (-1.79, -3.69, -1.55)  -0.35
C (-1.38, -2.62, -2.34)  -0.99
C (-0.71, -1.51, -1.69)  0.25
H (1.10, 3.82, -4.13)  0.33
H (-1.21, 3.52, -2.72)  0.37
H (-1.21, 2.15, -0.79)  0.13
H (2.79, 0.84, -1.52)  0.36
H (3.01, 2.46, -3.26)  0.37
H (2.89, 1.65, 1.63)  0.30
H (5.02, 0.79, 2.79)  0.38
H (5.51, -1.58, 2.85)  0.35
H (3.85, -3.26, 2.08)  0.34
H (1.71, -2.60, 1.23)  0.25
H (-1.18, -2.32, 1.51)  0.46
H (-2.14, -4.50, 0.42)  0.53
H (-2.32, -4.48, -2.00)  0.40
H (-1.50, -2.67, -3.42)  0.43
H (-0.26, -0.64, -2.25)  0.27
B (-0.81, 1.73, 3.16)  0.15
C (-1.81, 0.57, 2.90)  0.60
N (-2.41, -0.39, 2.66)  -0.81
H (-1.42, 2.70, 3.43)  -0.10
H (-0.04, 1.28, 3.87)  -0.09
H (-0.39, 2.00, 2.03)  -0.08

Values from the calculation:
* LUMO energy (alpha / beta): -2.952 / -5.120 eV
* DFT total energy: -173322.116 eV
* <S²>: 2.008
* 2S+1: 3
* Kohn-Sham gap (alpha / beta): 8.0 / 7.1 eV
* total charge: +1

=====

[4]
Computed, not measured: a cluster of 2 separate species, CH4N2O in total in a non-equilibrium geometry, with wB97M-V/def2-TZVPD.

Last column: Mulliken charge in e.
Atoms and positions in Å:
N (2.32, -0.98, -0.05)  -0.41
C (1.31, -0.80, -0.56)  0.40
N (0.26, -0.22, -1.15)  -0.46
H (-0.26, 0.42, -0.54)  0.22
H (-0.39, -0.80, -1.61)  0.26
O (-1.03, 0.45, 1.16)  -0.64
H (-1.58, 0.70, 1.91)  0.31
H (-0.63, 1.23, 0.84)  0.32

Values from the calculation:
* LUMO energy: 0.349 eV
* DFT total energy: -6128.588 eV
* SMILES string: N#CN.O
* Kohn-Sham gap: 10.4 eV
* total charge: 0

=====

[5]
Computed, not measured: a structure of composition C17H27FNO2P2Y in a non-equilibrium geometry, with wB97M-V/def2-TZVPD.

Last column: Mulliken charge in e.
Atoms and positions in Å:
Y (0.29, -1.14, -0.34)  0.71
P (-2.00, -1.37, 1.20)  0.93
C (-3.01, -0.62, -0.03)  -1.30
C (-2.43, 0.52, -0.73)  0.87
N (-1.05, 0.80, -0.87)  0.17
C (-0.64, 2.02, -1.33)  0.57
C (-1.57, 2.98, -1.58)  -0.52
C (-2.93, 2.73, -1.58)  -0.80
C (-3.33, 1.45, -1.26)  -0.94
C (0.83, 2.52, -1.38)  -0.80
P (2.19, 1.46, -1.79)  0.68
H (-4.39, 1.15, -1.34)  0.44
H (-1.17, 3.95, -1.80)  0.47
H (-3.67, 3.51, -1.83)  0.42
H (1.05, 3.21, -2.24)  0.46
H (1.14, 2.96, -0.41)  0.44
H (-2.35, -2.28, -1.94)  0.27
H (-3.99, -1.02, -0.29)  0.41
H (1.74, -2.88, -4.18)  0.34
O (-1.41, -2.55, -1.76)  -0.55
H (-1.33, -2.58, -2.80)  0.33
H (1.67, 0.31, -1.11)  -0.38
O (2.16, -2.69, -3.30)  -0.61
H (1.87, -3.39, -2.69)  0.31
C (2.54, 1.24, -3.49)  -1.01
H (2.83, 2.25, -3.87)  0.44
H (3.33, 0.46, -3.56)  0.40
H (1.65, 0.83, -4.01)  0.38
C (3.63, 1.58, -0.70)  -1.01
H (4.25, 0.65, -0.62)  0.41
H (4.20, 2.35, -1.28)  0.40
H (3.35, 1.95, 0.32)  0.37
C (-2.63, -0.15, 2.40)  -1.17
H (-3.65, -0.50, 2.59)  0.44
H (-2.02, -0.05, 3.29)  0.39
H (-2.70, 0.80, 1.85)  0.33
C (-2.75, -2.97, 1.53)  -1.27
H (-2.23, -3.49, 2.35)  0.39
H (-3.79, -2.79, 1.82)  0.41
H (-2.72, -3.62, 0.64)  0.31
F (2.83, -0.47, 5.48)  -0.30
C (2.23, -0.60, 4.25)  0.20
C (1.91, -1.88, 3.81)  -0.67
C (1.28, -1.99, 2.57)  -0.37
C (1.00, -0.82, 1.89)  0.28
C (1.36, 0.45, 2.30)  -0.49
C (1.98, 0.56, 3.54)  -0.71
H (2.13, -2.75, 4.42)  0.45
H (1.00, -2.98, 2.20)  0.36
H (1.12, 1.34, 1.71)  0.66
H (2.24, 1.54, 3.94)  0.47

Values from the calculation:
* LUMO energy (alpha / beta): -6.777 / -6.777 eV
* DFT total energy: -45972.198 eV
* Kohn-Sham gap (alpha / beta): 5.3 / 5.3 eV
* total charge: +2

=====

[6]
Computed, not measured: a cluster of 4 separate species, C38H47BrF24N2O5 in total in a non-equilibrium geometry, with wB97M-V/def2-TZVPD.

Last column: Mulliken charge in e.
Atoms and positions in Å:
C (7.84, -2.55, 4.15)  -0.96
C (6.68, -2.33, 5.10)  -0.26
O (6.75, -1.10, 5.81)  -0.51
C (6.79, 0.05, 5.07)  0.11
C (7.88, 0.90, 5.13)  0.26
Br (9.37, 0.47, 6.18)  -0.13
C (7.91, 2.11, 4.42)  -0.45
C (6.84, 2.49, 3.63)  -0.76
C (5.70, 1.66, 3.56)  0.01
N (4.62, 2.05, 2.81)  -0.43
C (3.56, 1.28, 2.78)  0.53
C (2.38, 1.72, 1.97)  -0.60
C (1.79, 3.03, 2.47)  -0.29
C (0.85, 2.92, 3.68)  -0.46
C (-0.57, 3.40, 3.38)  -0.25
C (-1.36, 3.90, 4.58)  -1.26
C (-1.68, 2.88, 5.68)  -0.32
C (-3.06, 2.25, 5.51)  -0.74
C (-3.32, 1.01, 6.36)  -1.15
C (-2.53, -0.25, 6.02)  -0.81
C (-2.49, -0.61, 4.55)  0.46
C (-1.70, -1.87, 4.29)  -0.90
C (-1.42, -2.05, 2.82)  -0.17
O (-0.47, -3.09, 2.64)  -0.41
C (-0.07, -3.31, 1.31)  -0.51
C (3.55, 0.05, 3.50)  -0.63
N (4.55, -0.35, 4.23)  -0.44
C (5.67, 0.44, 4.29)  0.64
H (8.10, -3.60, 4.14)  0.38
H (8.72, -2.01, 4.47)  0.22
H (7.59, -2.28, 3.13)  0.28
H (6.66, -3.09, 5.87)  0.39
H (5.73, -2.39, 4.57)  0.22
H (8.78, 2.74, 4.49)  0.41
H (6.83, 3.42, 3.09)  0.50
H (1.63, 0.94, 1.98)  0.23
H (2.74, 1.87, 0.96)  0.15
H (1.27, 3.52, 1.66)  -0.20
H (2.62, 3.68, 2.73)  0.48
H (0.82, 1.89, 4.02)  0.28
H (1.23, 3.52, 4.50)  0.31
H (-0.47, 4.24, 2.69)  0.43
H (-1.13, 2.63, 2.86)  0.06
H (-2.32, 4.28, 4.23)  0.41
H (-0.84, 4.76, 5.00)  0.46
H (-1.68, 3.39, 6.64)  0.34
H (-0.92, 2.12, 5.74)  0.24
H (-3.24, 2.03, 4.47)  0.36
H (-3.80, 3.00, 5.78)  0.44
H (-3.11, 1.27, 7.40)  0.33
H (-4.37, 0.76, 6.30)  0.39
H (-2.97, -1.08, 6.57)  0.43
H (-1.51, -0.18, 6.38)  0.38
H (-3.50, -0.72, 4.16)  0.28
H (-2.02, 0.19, 4.00)  -0.28
H (-2.24, -2.74, 4.65)  0.27
H (-0.76, -1.80, 4.82)  0.37
H (-2.34, -2.28, 2.29)  0.29
H (-1.02, -1.12, 2.43)  0.23
H (-0.71, -2.79, 0.60)  0.10
H (0.95, -2.98, 1.17)  0.24
H (-0.13, -4.37, 1.10)  0.28
H (2.69, -0.58, 3.42)  0.74
F (-3.58, 0.59, -1.19)  -0.21
C (-3.77, -0.68, -0.80)  -0.01
F (-2.93, -0.95, 0.22)  -0.15
C (-3.45, -1.69, -1.91)  1.10
F (-2.13, -1.63, -2.20)  -0.27
F (-3.70, -2.90, -1.33)  -0.34
C (-4.28, -1.68, -3.20)  -0.90
O (-3.73, -1.02, -4.34)  -0.32
C (-3.94, 0.31, -4.58)  0.71
F (-4.83, 0.88, -3.76)  -0.30
F (-4.43, 0.41, -5.84)  -0.31
C (-2.62, 1.09, -4.62)  0.31
F (-1.95, 0.97, -3.46)  -0.23
F (-2.93, 2.40, -4.82)  -0.28
H (-4.80, -0.81, -0.46)  0.25
H (-4.31, -2.72, -3.50)  0.39
H (-5.30, -1.37, -3.02)  0.31
H (-2.00, 0.73, -5.44)  0.21
F (-3.31, -6.57, -6.09)  -0.21
C (-2.59, -7.02, -7.14)  0.08
F (-1.33, -7.25, -6.73)  -0.26
C (-2.55, -5.97, -8.25)  0.88
F (-1.87, -4.89, -7.83)  -0.26
F (-1.82, -6.58, -9.24)  -0.33
C (-3.86, -5.56, -8.92)  -0.73
O (-4.47, -4.36, -8.50)  -0.37
C (-5.38, -4.28, -7.49)  0.73
F (-5.76, -5.48, -7.02)  -0.29
F (-6.47, -3.65, -7.97)  -0.30
C (-4.87, -3.38, -6.35)  0.37
F (-3.71, -3.84, -5.85)  -0.25
F (-5.79, -3.39, -5.36)  -0.30
H (-3.03, -7.95, -7.51)  0.28
H (-3.58, -5.35, -9.95)  0.39
H (-4.57, -6.39, -8.94)  0.34
H (-4.73, -2.36, -6.71)  0.23
F (0.06, 4.32, -2.59)  -0.22
C (0.88, 4.09, -1.55)  0.18
F (0.67, 5.05, -0.61)  -0.28
C (2.35, 4.17, -1.98)  0.91
F (2.65, 5.43, -2.38)  -0.28
F (3.05, 3.90, -0.84)  -0.28
C (2.86, 3.15, -3.01)  -0.84
O (2.95, 3.56, -4.36)  -0.40
C (1.94, 3.42, -5.26)  0.80
F (0.90, 2.72, -4.80)  -0.24
F (2.44, 2.75, -6.33)  -0.31
C (1.49, 4.77, -5.83)  0.17
F (1.08, 5.58, -4.83)  -0.21
F (0.46, 4.55, -6.67)  -0.25
H (0.67, 3.11, -1.11)  0.29
H (3.89, 2.99, -2.72)  0.42
H (2.34, 2.20, -2.91)  0.33
H (2.32, 5.24, -6.36)  0.25

Values from the calculation:
* LUMO energy: -0.277 eV
* DFT total energy: -188648.124 eV
* SMILES string: CCOc1c(Br)ccc2nc(CCCCCCCCCCCCOC)cnc12.FC(F)C(F)(F)COC(F)(F)C(F)F.FC(F)C(F)(F)COC(F)(F)C(F)F.FC(F)C(F)(F)COC(F)(F)C(F)F
* Kohn-Sham gap: 8.3 eV
* total charge: 0

=====

Which of these has the highest DFT total energy?
CH4N2O